Record 1
Formula: C37H38Cl2MoO2P2
Source: the OMol25 dataset
Level of theory: ωB97M-V/def2-TZVPD

```
82
Properties=species:S:1:pos:R:3:forces:R:3
Mo 1.5275 -0.7350 2.1369 4.794 -4.437 3.415
C -2.3848 -0.5424 -4.3254 0.501 -0.026 -0.141
C -1.4085 0.3749 -4.2873 -0.223 -0.331 -0.365
C -1.5616 1.8688 -4.3811 -0.100 0.238 0.164
C -2.9138 2.4479 -3.9150 0.114 0.413 -0.349
C -3.3447 2.0743 -2.5234 -0.285 -0.067 0.319
C -4.0527 0.9955 -2.1663 -0.152 0.458 -0.024
C -4.5886 -0.0862 -3.0610 0.083 -0.308 -0.200
C -3.8647 -0.2915 -4.4096 -0.482 -0.165 -0.219
C 1.2504 -0.3925 4.3265 -0.325 0.887 0.822
H -2.1154 -1.6035 -4.4083 0.137 0.410 0.310
H -0.3651 0.0400 -4.3170 -0.292 -0.132 0.025
H -1.4177 2.1998 -5.4265 0.103 -0.217 0.335
H -0.7438 2.3349 -3.8075 -0.166 0.008 -0.092
H -2.8264 3.5443 -3.9548 -0.036 -0.285 -0.019
H -3.6793 2.1857 -4.6520 0.215 0.294 0.336
H -3.1337 2.8489 -1.7741 -0.019 -0.432 -0.027
H -4.4083 0.9046 -1.1336 0.250 0.176 -0.182
H -5.6507 0.1099 -3.2954 0.303 0.005 0.231
H -4.5822 -1.0313 -2.4948 0.013 0.170 -0.158
H -4.3217 -1.1718 -4.8863 0.087 0.267 0.111
H -4.0919 0.5544 -5.0665 0.079 -0.470 0.092
H 1.1732 -1.4438 4.6940 0.004 0.348 -0.708
H 0.4335 0.2109 4.7543 0.391 -0.192 -0.344
H 2.2353 0.0277 4.6378 -0.492 -0.126 -0.564
P 1.6675 -0.5407 -0.2701 -0.357 0.597 -2.753
P -0.3456 0.6417 1.9247 -2.729 2.203 0.302
C 0.3113 0.5344 -0.7397 -1.364 0.840 0.556
C -0.4879 1.1160 0.1989 0.917 -0.445 -1.520
C 3.1669 0.1239 -1.0652 0.367 0.313 0.675
C 3.1348 0.8320 -2.2740 -0.118 -0.001 -0.066
C 4.3247 1.3118 -2.8302 -0.107 -0.091 0.101
C 5.5467 1.1155 -2.1780 -0.292 -0.217 0.156
C 5.5749 0.4280 -0.9632 -0.099 -0.047 0.065
C 4.3923 -0.0478 -0.3987 -0.149 -0.060 -0.099
C 1.3631 -2.1909 -1.0295 0.169 -0.001 0.589
C 0.3718 -3.0035 -0.4589 0.221 -0.295 -0.049
C 0.1643 -4.2960 -0.9480 -0.137 0.105 0.132
C 0.9198 -4.7801 -2.0201 0.057 0.356 0.168
C 1.9088 -3.9707 -2.5891 -0.105 0.204 0.146
C 2.1445 -2.6894 -2.0848 0.152 -0.002 0.056
C -0.4989 2.2283 2.8239 0.386 -0.042 0.251
C 0.6438 3.0380 2.8617 -0.216 0.116 0.181
C 0.6122 4.2515 3.5496 0.027 -0.046 -0.068
C -0.5547 4.6646 4.2017 -0.020 -0.317 -0.160
C -1.6976 3.8588 4.1620 0.199 -0.056 -0.120
C -1.6709 2.6393 3.4809 0.159 -0.125 -0.083
C -1.8971 -0.2442 2.3115 0.428 -0.495 -0.301
C -1.9091 -1.1483 3.3822 -0.248 -0.022 -0.107
C -3.0935 -1.8214 3.6946 0.089 0.023 -0.009
C -4.2424 -1.6175 2.9262 0.186 0.147 -0.043
C -4.2176 -0.7351 1.8382 0.247 0.015 0.133
C -3.0405 -0.0561 1.5248 -0.031 -0.023 0.046
H 0.1358 0.6815 -1.8106 -0.008 0.182 0.291
H -1.2245 1.8908 -0.0477 0.147 -0.455 -0.170
H 2.1788 1.0042 -2.7713 0.362 -0.007 -0.031
H 4.3033 1.8384 -3.7834 -0.070 -0.102 0.257
H 6.4740 1.4930 -2.6105 -0.307 -0.109 0.088
H 6.5170 0.2501 -0.4475 -0.209 0.114 -0.102
H 4.4142 -0.5555 0.5663 0.167 0.033 -0.252
H -0.2123 -2.6304 0.3867 -0.160 -0.105 -0.168
H -0.5895 -4.9331 -0.4861 0.175 0.190 -0.128
H 0.7505 -5.7889 -2.3994 0.039 0.317 0.129
H 2.5081 -4.3445 -3.4197 -0.158 0.151 0.241
H 2.9439 -2.0805 -2.5014 -0.154 -0.127 0.035
H 1.5523 2.7071 2.3533 -0.074 0.221 0.117
H 1.5043 4.8750 3.5759 -0.219 -0.128 0.016
H -0.5717 5.6089 4.7462 0.016 -0.262 -0.177
H -2.6115 4.1751 4.6675 0.289 -0.111 -0.163
H -2.5557 2.0062 3.4652 0.142 0.141 0.029
H -1.0020 -1.3106 3.9665 -0.441 -0.001 -0.021
H -3.1140 -2.4993 4.5479 -0.025 0.135 -0.271
H -5.1607 -2.1493 3.1726 0.238 0.147 -0.047
H -5.1125 -0.5696 1.2379 0.244 -0.082 0.166
H -3.0016 0.6195 0.6719 -0.154 -0.165 0.151
Cl 5.0090 -3.8900 4.2107 0.062 0.091 -0.148
C 5.4091 -2.5086 3.1918 -1.014 0.715 0.214
Cl 5.9187 -2.9669 1.5620 0.005 -0.024 0.005
C 4.1518 -1.5599 3.0396 3.218 -0.015 0.919
O 4.3700 -0.3565 3.2551 -2.031 -1.081 -0.950
O 3.0609 -2.1451 2.6956 -2.136 1.405 -0.814
H 6.1983 -1.9278 3.6701 -0.078 -0.193 -0.167
```
Positions in Å, forces in eV/Å.

Results
- Charge: +2
- <S²>: 2.33
- Spin multiplicity: 3
- Gap between HOMO and LUMO (alpha / beta): 3.68 / 4.47 eV
- HOMO (alpha / beta): -13.22 / -13.22 eV



Record 2
Formula: C37H38F32NO7PSSi
Source: the OMol25 dataset
Level of theory: ωB97M-V/def2-TZVPD

```
118
Properties=species:S:1:pos:R:3:forces:R:3
C 1.3981 -3.2916 0.9553 0.428 1.579 0.731
Si 2.0627 -3.9078 -0.7285 -0.763 -1.405 -0.667
C 1.3957 -5.7224 -0.9284 0.455 -0.376 1.054
C 1.2707 -2.9136 -2.1868 -0.572 0.007 0.142
O 3.7889 -4.0331 -0.8357 -1.470 1.663 0.511
C 4.4724 -2.9136 -0.2225 1.927 -0.308 0.532
C 5.5062 -2.1533 -1.2292 -1.171 0.854 0.558
C 4.8327 -0.7085 -1.5203 -0.020 1.368 -0.616
C 4.1767 -0.4896 -2.9424 0.383 3.812 3.706
P 4.1784 -1.7969 -4.3160 -1.961 0.940 -0.331
S 2.6836 -1.4674 -5.5451 0.221 -0.057 0.171
C 3.5129 0.8979 -3.1796 1.355 -1.280 2.345
C 3.4715 2.0333 -2.0864 1.472 -2.600 0.679
C 2.7047 3.3681 -2.4991 -0.032 -0.363 -0.224
C 1.1782 2.9242 -2.8702 1.588 -0.712 0.700
O 0.1911 3.8098 -2.2734 -0.509 -0.996 -2.025
C -1.0663 3.5642 -2.9316 -0.568 0.204 -0.271
C -1.8530 2.2706 -2.4014 -1.029 0.096 -0.983
F -3.1834 2.3540 -2.9611 2.530 -0.197 1.114
F -1.3100 1.0459 -2.8905 -1.026 2.605 1.452
C -2.0741 2.2574 -0.7948 1.445 0.073 0.435
F -0.8621 1.8060 -0.1622 -2.653 0.824 -1.372
F -2.2832 3.5836 -0.3075 0.100 -3.020 -1.175
C -3.2499 1.2762 -0.3122 -1.889 -1.238 0.585
F -4.5565 1.8543 -0.4847 3.284 -0.953 0.118
F -3.2475 0.0334 -1.0052 0.282 2.985 1.151
C -3.1619 0.9105 1.2709 -0.909 -1.293 -0.417
F -2.2017 -0.1073 1.4887 -1.873 2.391 -0.351
F -4.4429 0.3289 1.5891 2.704 1.134 -0.529
C 4.1437 1.7742 -0.7098 -0.119 -1.976 -2.159
C 4.8518 0.3907 -0.4173 -1.678 0.746 -2.774
C 5.5324 0.2456 1.0066 0.858 -0.304 1.284
O 5.7722 -0.8269 1.6155 -0.854 3.026 -2.425
C 5.9903 1.6089 1.7191 -1.345 1.047 -1.250
C 5.3621 2.8599 1.4838 1.484 -2.946 0.194
N 5.8164 4.0562 2.2093 -2.638 -1.426 -0.239
C 4.1295 2.8646 0.4406 -0.628 1.730 1.278
O 3.2328 3.7177 0.6538 2.645 -2.757 -1.216
H 1.4479 -2.1321 0.9227 -0.153 -1.703 0.152
H 2.0588 -3.5842 1.8566 -1.235 0.212 -1.374
H 0.2899 -3.5398 1.1196 1.716 0.105 -0.232
H 1.8027 -6.2787 0.0049 -0.619 0.644 -1.534
H 1.8009 -6.2454 -1.8574 -0.766 0.641 1.194
H 0.2486 -5.7727 -0.8366 1.745 0.118 -0.440
H 1.9333 -2.0747 -2.5855 -1.107 -1.134 0.300
H 0.2609 -2.4637 -1.8412 1.652 -0.566 -0.483
H 0.9902 -3.6974 -2.9836 0.687 1.414 0.903
H 3.7917 -2.1156 0.2267 0.727 -1.220 -0.522
H 5.1409 -3.3566 0.6118 -1.276 0.836 -1.132
H 6.5065 -2.0658 -0.6901 -1.393 0.167 -0.756
H 5.6710 -2.7631 -2.1779 -0.365 0.889 1.254
H 3.9167 -3.0643 -3.6928 0.983 0.648 0.024
H 5.3735 -1.7881 -5.1136 -0.069 -0.193 1.170
H 3.0225 1.0398 -4.2132 0.793 -0.085 1.950
H 2.6982 4.1859 -1.7058 0.007 -1.446 -0.815
H 3.2486 3.8189 -3.4159 -1.006 -0.829 1.358
H 1.0294 1.8931 -2.3756 0.166 1.396 -1.182
H 1.1222 2.8738 -4.0195 -0.360 0.032 1.752
H -0.9716 3.4329 -4.0777 -0.008 0.053 1.797
H -1.7221 4.4812 -2.7646 0.738 -1.404 0.020
H -3.0113 1.8485 1.9075 0.010 -1.587 -0.710
H 6.8520 1.5147 2.4584 -1.448 -0.015 -0.998
H 4.9548 4.6324 2.3308 0.920 -0.164 -0.364
H 6.0527 3.7794 3.1828 0.064 0.087 -1.030
F -5.9527 4.3671 5.5713 -0.004 -0.114 -0.062
C -5.8049 4.2789 4.2368 0.013 0.854 -0.196
F -6.5247 5.3012 3.7078 -0.009 -0.281 -0.224
C -6.2855 2.9423 3.6628 -0.656 -0.756 0.177
F -7.6246 2.7999 3.8014 0.215 0.249 0.094
F -6.0536 2.9714 2.3150 0.420 0.233 0.255
C -5.5912 1.6738 4.2043 0.166 -0.755 -0.215
O -6.2481 0.9671 5.2710 -0.033 1.251 0.831
C -6.0627 1.4490 6.5862 0.987 -0.616 -1.530
F -5.0296 2.3139 6.5979 -0.239 0.021 0.506
F -5.6610 0.3840 7.3198 -0.443 0.183 0.151
C -7.3442 2.0288 7.2026 -0.784 0.115 0.389
F -7.8900 2.9913 6.4338 0.163 -0.225 -0.086
F -7.0845 2.5912 8.4088 0.356 -0.248 -0.125
H -4.7531 4.4535 3.9977 0.056 -0.164 -0.100
H -5.5886 0.9566 3.3796 -0.277 0.178 0.142
H -4.5329 1.8429 4.4235 -0.196 0.245 0.162
H -8.0957 1.2455 7.3416 0.238 -0.129 -0.068
F 2.7702 0.2942 -9.2007 0.119 0.108 -0.060
C 2.9230 0.3868 -10.5341 -0.555 -0.685 -0.187
F 2.9577 -0.8873 -11.0011 0.235 0.210 -0.215
C 4.1955 1.1341 -10.9451 0.902 0.193 0.302
F 5.3076 0.4487 -10.5878 -0.304 -0.067 0.054
F 4.2143 1.1834 -12.3119 -0.453 0.074 0.186
C 4.3268 2.5900 -10.4476 0.253 0.748 -0.204
O 5.0925 2.8185 -9.2519 -0.825 -1.020 0.723
C 4.4442 2.6171 -8.0129 -0.159 1.086 -1.591
F 3.1141 2.5463 -8.2147 0.106 -0.155 0.534
F 4.6496 3.7470 -7.2959 0.232 -0.429 0.207
C 5.0010 1.4186 -7.2312 0.440 -0.591 0.362
F 4.9758 0.2823 -7.9533 0.051 0.291 -0.072
F 4.2643 1.1898 -6.1148 0.065 0.591 -0.229
H 2.0338 0.8690 -10.9471 0.085 0.165 -0.107
H 4.8896 3.1209 -11.2210 0.091 -0.266 0.132
H 3.3614 3.1020 -10.4101 -0.002 -0.317 0.147
H 6.0375 1.5990 -6.9296 -0.094 0.254 -0.092
F -4.7308 -5.2129 9.3459 -0.030 0.087 -0.086
C -5.3825 -4.0667 9.6143 -0.248 -0.170 0.811
F -6.4817 -4.4151 10.3318 -0.096 0.275 -0.203
C -5.7958 -3.2978 8.3555 -0.202 -0.098 -0.967
F -6.7229 -3.9812 7.6428 0.139 -0.077 0.279
F -6.4166 -2.1498 8.7654 0.372 -0.130 0.308
C -4.6543 -2.8704 7.4072 0.242 0.566 -0.518
O -4.3793 -3.7225 6.2818 0.122 -1.149 0.929
C -3.5685 -4.8583 6.5045 0.133 1.904 0.093
F -2.9519 -4.7361 7.6963 0.079 -0.506 -0.178
F -2.5877 -4.8049 5.5739 -0.361 -0.402 -0.039
C -4.3329 -6.1816 6.3526 -0.390 -0.689 -0.278
F -5.4247 -6.2341 7.1407 0.110 0.219 -0.116
F -3.5484 -7.2317 6.6999 0.249 0.355 -0.048
H -4.7457 -3.4543 10.2569 0.013 0.176 -0.113
H -4.9783 -1.9311 6.9501 -0.178 -0.274 0.012
H -3.7413 -2.6100 7.9498 -0.138 -0.309 0.103
H -4.6604 -6.3229 5.3180 0.169 0.214 0.005
```
Positions in Å, forces in eV/Å.

Results
- Structure (SMILES): C[Si](C)(C)OCCc1c([PH2]=S)cc(CCOCC(F)(F)C(F)(F)C(F)(F)C(F)F)c2c1C(=O)C=C(N)C2=O.FC(F)C(F)(F)COC(F)(F)C(F)F.FC(F)C(F)(F)COC(F)(F)C(F)F.FC(F)C(F)(F)COC(F)(F)C(F)F
- Spin multiplicity: 1
- Gap between HOMO and LUMO: 6.90 eV
- HOMO: -8.61 eV



The following total energy values (in eV) correspond, in order, to the records above: -88538.9347, -169761.4506.
The following molecular weight values (in g/mol) correspond, in order, to the records above: 743.503, 1307.774.